(1)
Computed, not measured: C30H46N4O4SbSi3Y as an isolated structure, with ωB97M-V/def2-TZVPD.

Geometry as XYZ:
```
89
Properties=species:S:1:pos:R:3
Y 0.6463 -1.7371 -0.5600
N 1.1481 -2.5377 1.7537
C 0.1034 -3.4906 2.2142
C -1.2466 -3.2910 1.5087
O -2.2408 -3.7946 1.9985
O -1.2008 -2.6092 0.4210
H 2.0696 -2.9387 1.8982
H 1.1423 -1.6900 2.3200
H -0.0598 -3.4354 3.2891
H 0.4380 -4.5030 1.9830
C 1.3562 3.2514 1.3415
Sb 0.7627 1.2044 1.1646
C 1.6341 0.5998 -0.6754
C 1.3813 1.4078 -1.9039
C 0.7871 0.8450 -3.0419
C 0.6728 1.5614 -4.2180
C 1.1638 2.8579 -4.2572
C 1.7525 3.3494 -3.1034
N 1.8639 2.6657 -1.9684
Si 3.5062 0.4638 -0.4998
C 4.2044 0.0720 -2.1970
C 4.4262 2.0092 0.0722
C 4.0019 -0.8380 0.7789
C -1.4763 1.4028 0.9449
C -2.0837 0.3340 0.0679
C -3.4267 -0.0392 0.2239
C -4.0515 -0.8682 -0.6806
C -3.3447 -1.3271 -1.7822
C -2.0150 -0.9813 -1.8421
N -1.3809 -0.2204 -0.9433
Si -2.0191 1.2476 2.7875
C -0.9322 2.2916 3.9097
C -3.7722 1.8191 3.1887
C -1.8667 -0.5363 3.3314
Si -2.0966 3.0604 0.1900
C -3.9322 2.9685 -0.2173
C -1.2498 3.4751 -1.4139
C -1.8927 4.5105 1.3656
H 2.4431 3.2244 1.3568
H 0.9854 3.6766 2.2719
H 1.0400 3.8309 0.4790
H 0.4419 -0.1822 -3.0211
H 0.2215 1.1107 -5.0935
H 1.1067 3.4608 -5.1529
H 2.1636 4.3550 -3.0917
H 4.3406 1.0017 -2.7570
H 3.5537 -0.5908 -2.7660
H 5.1771 -0.4189 -2.1120
H 4.0507 2.8921 -0.4471
H 5.4932 1.9044 -0.1481
H 4.3361 2.1703 1.1507
H 3.3580 -1.7153 0.7909
H 4.0349 -0.4114 1.7850
H 4.9992 -1.2132 0.5329
H -3.9862 0.3517 1.0589
H -5.0886 -1.1442 -0.5375
H -3.7920 -1.9549 -2.5390
H -1.4047 -1.3683 -2.6607
H -0.9607 3.3546 3.6669
H 0.1102 1.9684 3.9157
H -1.3089 2.1757 4.9304
H -3.9737 2.8353 2.8515
H -3.8532 1.8214 4.2802
H -4.5686 1.1746 2.8142
H -0.8109 -0.8217 3.3545
H -2.3984 -1.2340 2.6829
H -2.2604 -0.6608 4.3434
H -4.1308 2.3173 -1.0707
H -4.2559 3.9768 -0.4944
H -4.5559 2.6401 0.6132
H -1.1945 2.6107 -2.0806
H -0.2328 3.8308 -1.2548
H -1.8096 4.2632 -1.9250
H -2.5039 4.4198 2.2649
H -2.2350 5.4032 0.8318
H -0.8617 4.6855 1.6648
O 4.0604 -4.1175 -1.6240
C 2.9138 -3.7393 -1.5212
O 2.4916 -2.5185 -1.4705
C 1.7867 -4.7552 -1.4241
C 2.0249 -6.1117 -1.5724
C 0.9510 -6.9803 -1.4805
C -0.3147 -6.4677 -1.2331
C -0.4614 -5.1006 -1.0799
N 0.5723 -4.2581 -1.1781
H 3.0381 -6.4402 -1.7546
H 1.0972 -8.0465 -1.5965
H -1.1796 -7.1103 -1.1481
H -1.4220 -4.6537 -0.8539
```

Summary:
Kohn-Sham gap in eV: 7.65
ΔE to the lowest compared entry with this formula, charge and spin in kcal per mole: 19.4
Strongest force on any atom in eV/Å: 0.60



(2)
Computed, not measured: a 7-piece molecular cluster, C46H73N7O5S overall in a non-equilibrium geometry, with ωB97M-V/def2-TZVPD.

Geometry as XYZ:
```
132
Properties=species:S:1:pos:R:3
C 5.5494 -1.8328 1.7543
C 5.9193 -3.4633 1.7464
C 4.6045 -4.4060 1.4104
C 4.0492 -5.2385 2.7176
C 2.6857 -6.0862 2.3615
C 1.4174 -5.1106 1.9488
C 0.2891 -4.9974 3.1590
C -1.0947 -4.4137 2.4538
C -2.1272 -3.7588 3.5649
C -2.6246 -2.2920 2.9904
C -1.5567 -1.1674 3.5301
C -1.4511 0.1718 2.5737
C -0.7840 -0.3356 1.1430
C 0.8120 0.1116 0.9991
C 1.1511 -0.0302 -0.6294
C 1.7931 -1.4802 -1.0417
C 0.9662 -2.2836 -2.2268
C -0.2566 -3.0832 -1.4861
C -0.5814 -4.5749 -2.1696
C -2.1829 -4.7612 -2.5510
N -3.2012 -4.7090 -1.4336
O -2.5631 -4.9168 -3.8242
O 0.5599 -1.2982 -3.2362
C -0.6796 -1.6728 -3.9324
O -0.7517 -2.5875 -4.9382
C -2.0529 -0.8468 -3.4526
S -2.2096 0.8445 -4.2799
O -0.8274 1.5161 -4.4632
O -3.0186 0.6410 -5.5829
H 4.4653 -1.6175 1.3665
H 6.2877 -1.2370 1.0413
H 5.7165 -1.4476 2.8473
H 6.6902 -3.6104 0.8475
H 6.4818 -3.7833 2.7385
H 4.8940 -5.2252 0.5942
H 3.7939 -3.6949 0.9520
H 3.7885 -4.5449 3.6469
H 4.8646 -6.0129 3.0619
H 2.9646 -6.8037 1.4514
H 2.3815 -6.8165 3.2437
H 1.7656 -4.0072 1.7086
H 0.9343 -5.5727 0.9627
H 0.1436 -6.0954 3.5974
H 0.6296 -4.2720 4.0207
H -1.5950 -5.2521 1.8067
H -0.7372 -3.5471 1.7150
H -3.0976 -4.4376 3.7053
H -1.5865 -3.6369 4.6160
H -2.6631 -2.3957 1.8140
H -3.7119 -2.0599 3.3574
H -0.4561 -1.6171 3.5774
H -1.9344 -0.8048 4.5878
H -0.6873 0.9381 3.0573
H -2.4809 0.7302 2.4168
H -0.8686 -1.4922 0.9677
H -1.4473 0.1788 0.2941
H 1.5358 -0.5095 1.6769
H 0.8291 1.2765 1.2160
H 0.1582 0.2540 -1.1794
H 1.9498 0.7930 -0.9513
H 1.9053 -2.1171 -0.0399
H 2.8811 -1.3152 -1.4402
H 1.7270 -3.0721 -2.6775
H 0.1405 -3.3480 -0.3913
H -1.2330 -2.4483 -1.3123
H -0.0003 -4.6349 -3.2101
H -0.1994 -5.4546 -1.4918
H -2.7104 -4.5794 -0.5213
H -3.8558 -3.9163 -1.6228
H -3.0216 -1.5012 -3.5050
H -1.8760 -0.6146 -2.2968
H -2.9440 1.6582 -3.3587
N -5.7468 0.4000 -1.7530
C -5.9809 0.9299 -2.9951
C -6.8928 1.9523 -2.8568
C -7.2157 2.0462 -1.4819
C -6.4915 1.0778 -0.8232
H -5.1216 -0.3701 -1.5535
H -5.4810 0.5341 -3.8691
H -7.2825 2.5652 -3.6592
H -7.9019 2.7453 -1.0218
H -6.4436 0.8130 0.2246
N 0.5273 4.9744 -2.0938
C -0.1364 6.1123 -1.7155
C -1.4765 5.9291 -1.9738
C -1.6270 4.6328 -2.5218
C -0.3742 4.0646 -2.5819
H 1.5260 4.8284 -2.0231
H 0.4004 6.9532 -1.2974
H -2.2612 6.6507 -1.7866
H -2.5499 4.1641 -2.8379
H -0.0479 3.0939 -2.9305
N 0.1927 0.4816 6.7106
C -0.3756 0.4959 7.9577
C -0.0226 -0.6701 8.5997
C 0.7920 -1.4110 7.7105
C 0.9109 -0.6751 6.5528
H 0.0977 1.2109 6.0157
H -0.9821 1.3316 8.2802
H -0.3188 -0.9556 9.6007
H 1.2438 -2.3771 7.8950
H 1.4426 -0.8756 5.6322
N 3.6012 6.6061 2.4841
C 4.4378 5.7922 1.7657
C 3.7046 5.2162 0.7523
C 2.3805 5.7046 0.8598
C 2.3457 6.5631 1.9358
H 3.8685 7.1536 3.2918
H 5.4800 5.6916 2.0373
H 4.0828 4.5205 0.0146
H 1.5427 5.4572 0.2207
H 1.5368 7.1445 2.3578
N -4.8833 4.0877 -5.5158
C -5.6993 4.5097 -6.5330
C -6.1308 5.7823 -6.2324
C -5.5498 6.1428 -4.9931
C -4.7821 5.0791 -4.5748
H -4.4266 3.1862 -5.4676
H -5.9038 3.8694 -7.3806
H -6.7915 6.3864 -6.8406
H -5.6772 7.0780 -4.4632
H -4.1751 4.9426 -3.6897
N 5.1659 2.0150 -1.3494
C 4.5732 2.0392 -2.5849
C 5.5381 1.7556 -3.5256
C 6.7544 1.5472 -2.8324
C 6.4950 1.7106 -1.4900
H 4.6961 2.1929 -0.4712
H 3.5187 2.2572 -2.6889
H 5.3825 1.7032 -4.5953
H 7.7158 1.3035 -3.2657
H 7.1409 1.6379 -0.6252
```

Summary:
Kohn-Sham gap in eV: 7.17
SMILES string: CCCCCCCCCCCCCCCC[C@@H](CCC(N)=O)OC(=O)C[SH](=O)=O.c1cc[nH]c1.c1cc[nH]c1.c1cc[nH]c1.c1cc[nH]c1.c1cc[nH]c1.c1cc[nH]c1
Strongest force on any atom in eV/Å: 9.81



(3)
Computed, not measured: a single C6H7N molecule in a non-equilibrium geometry, with ωB97M-V/def2-TZVPD.

Geometry as XYZ:
```
14
Properties=species:S:1:pos:R:3
C -0.3659 -1.4683 -0.3594
C -2.2475 -0.1774 0.3151
C -1.6393 -1.2695 -0.0600
C 0.4692 -0.1944 -0.0553
C -1.5651 1.0771 -0.1359
C 1.8863 -0.1734 0.2457
N -0.1046 0.9434 -0.0405
H 0.0486 -2.1241 -1.0130
H -2.8089 -0.1910 1.2530
H -1.8260 1.3636 -1.0835
H -1.6043 1.7305 0.7197
H 2.1525 0.7148 0.9043
H 2.5216 0.0661 -0.5998
H 2.4178 -1.0130 0.7158
```

Summary:
Kohn-Sham gap in eV: 8.81
ΔE to the lowest compared entry with this formula, charge and spin in kcal per mole: 99.2
SMILES string: CC1=NCC=C=C1
Strongest force on any atom in eV/Å: 3.81



no.,highest occupied orbital energy (eV),electronic energy (eV)
1,-7.747,-77227.9292
2,-8.005,-80374.8495
3,-8.883,-7821.3470